Entry 1:
# C6H8

One molecule with the formula C6H8 (ωB97M-V/def2-TZVPD, the Open Molecules 2025 dataset).

Each atom is followed by the atoms it is bonded to, with distances in Å.
CARTESIAN COORDINATES (ANGSTROEM)
1 C -0.3086 2.1324 2.2921  H4 1.069, C10 1.211
2 H 0.9362 0.0758 1.4426  C9 1.087
3 C -1.1619 -1.0734 -1.1643  C7 1.516, H12 1.094, H13 1.100, H14 1.095
4 H -0.0417 2.3862 3.2961  C1 1.069
5 H 0.5633 -1.7007 0.0185  C7 1.091
6 H 0.8113 0.8492 -1.6891  C11 1.096
7 C 0.1046 -0.7947 -0.3798  C3 1.516, H5 1.091, C9 1.521, C11 1.506
8 H 2.1628 0.0275 -0.8029  C11 1.087
9 C 0.4139 0.3781 0.5385  H2 1.087, C7 1.521, C10 1.458, C11 1.525
10 C -0.2155 1.4551 1.2931  C1 1.211, C9 1.458
11 C 1.0985 0.2491 -0.8176  H6 1.096, C7 1.506, H8 1.087, C9 1.525
12 H -1.5724 -0.1720 -1.6299  C3 1.094
13 H -0.9626 -1.7994 -1.9659  C3 1.100
14 H -1.9359 -1.5066 -0.5219  C3 1.095

Output
Highest occupied orbital energy, eV: -9.335
Kohn-Sham gap, eV: 10.33
ΔE to the lowest compared entry with this formula, charge and spin, kJ/mol: 289.3


Entry 2:
# H80O40

A 40-piece molecular cluster, H80O40 overall (ωB97M-V/def2-TZVPD, the Open Molecules 2025 dataset).

Each atom is followed by the atoms it is bonded to, with distances in Å.
CARTESIAN COORDINATES (ANGSTROEM)
1 H -2.3723 -2.2432 2.7341  O73 0.964
2 H -1.3890 5.5685 0.2093  O81 0.960
3 O -0.1423 -1.1631 4.4131  H20 0.966, H107 0.959
4 O 3.4629 4.0146 2.2931  H34 0.972, H106 0.967
5 H 0.4740 4.0854 3.4947  O111 0.977
6 H -3.0984 1.3483 1.7070  O86 0.991
7 O 2.8458 4.5190 -0.5398  H71 0.978, H88 0.955
8 H 0.1156 -3.9797 4.5150  O59 0.962
9 H 2.5897 1.5648 -5.3700  O108 0.959
10 H 3.1443 -3.0374 1.7033  O90 0.961
11 O -1.5390 -2.5953 -6.4032  H87 0.953, H100 0.951
12 O -4.4990 0.4013 1.5408  H70 0.969, H105 0.965
13 H 0.0065 6.3116 0.3948  O81 0.957
14 H 0.0336 -1.8523 -1.3394  O27 0.956
15 H -1.4216 -0.0351 5.3478  O64 0.969
16 H 0.2817 -4.0386 -1.8349  O46 0.957
17 H -0.0695 -5.4640 4.0697  O59 0.962
18 H -2.6687 0.4464 6.1468  O64 0.955
19 O -1.8437 -2.3788 -1.2905  H61 0.973, H78 0.955
20 H -0.7950 -1.5194 3.7967  O3 0.966
21 H -1.7977 -5.2633 0.5362  O118 0.967
22 H -3.6407 3.9148 1.8298  O67 0.969
23 O 2.1531 -2.0421 -3.8561  H29 0.971, H36 0.967
24 H 2.4345 1.7938 5.7188  O66 0.960
25 H -1.9336 -3.7888 2.2774  O73 0.971
26 H 2.1345 3.7077 1.6127  O57 1.011
27 O 0.9117 -1.5435 -1.5578  H14 0.956, H33 0.958
28 O 2.7740 1.9819 -1.9207  H60 0.955, H93 0.974
29 H 2.2935 -1.7166 -2.9526  O23 0.971
30 H 2.1389 -4.9712 0.8996  O85 0.958
31 H 4.4152 -2.5820 -3.1783  O42 0.957
32 H -0.7616 -0.6739 1.3589  O77 0.977
33 H 1.3725 -1.1971 -0.7927  O27 0.958
34 H 2.9339 4.7818 2.5712  O4 0.972
35 O -2.5491 2.1071 -1.2711  H99 0.985, H119 0.962
36 H 1.2062 -2.1779 -3.7131  O23 0.967
37 H 4.7787 -1.7839 0.6395  O74 0.971
38 O 1.3998 0.7912 2.3882  H76 0.964, H98 0.966
39 H 2.1393 0.4267 0.6357  O112 0.957
40 O 3.2542 -5.2861 -1.4038  H103 0.961, H110 0.963
41 O -3.2861 -2.7245 5.2725  H63 0.959, H117 0.988
42 O 4.7449 -1.6848 -3.1209  H31 0.957, H84 0.964
43 H 1.0562 1.4421 -0.0746  O112 0.942
44 H -1.8164 1.8366 2.3403  O86 0.966
45 H -2.9944 3.6649 0.6729  O67 0.970
46 O -0.3862 -4.6116 -1.4578  H16 0.957, H120 0.960
47 O -0.9260 -1.4079 -3.5287  H49 0.956, H50 0.980
48 H -5.6479 -0.9250 -0.0141  O80 0.961
49 H -1.1835 -0.5292 -3.2551  O47 0.956
50 H -0.5217 -1.2408 -4.4057  O47 0.980
51 O -0.3330 0.0544 -5.5026  H54 0.957, H55 0.967
52 H -4.4060 -3.5507 -1.3048  O58 0.965
53 H -0.1402 3.5573 -0.2224  O109 0.963
54 H -0.4979 0.9608 -5.7622  O51 0.957
55 H 0.5973 0.0247 -5.2402  O51 0.967
56 H -0.9191 -5.7173 1.6301  O118 0.967
57 O 1.1670 3.6077 1.3353  H26 1.011, H95 0.958
58 O -4.3668 -2.7311 -1.8119  H52 0.965, H69 1.012
59 O 0.0549 -4.5644 3.7535  H8 0.962, H17 0.962
60 H 2.8827 1.1161 -1.5329  O28 0.955
61 H -1.4269 -2.3720 -2.1692  O19 0.973
62 H 1.7064 1.9798 -2.7329  O97 0.969
63 H -2.5899 -3.0811 5.8275  O41 0.959
64 O -2.0804 0.6707 5.4292  H15 0.969, H18 0.955
65 H -0.9849 2.3583 -0.6949  O109 0.986
66 O 1.5409 1.6292 5.4102  H24 0.960, H91 0.959
67 O -3.3248 4.4701 1.1006  H22 0.969, H45 0.970
68 H -5.7494 -2.2643 -0.6782  O80 0.959
69 H -3.3882 -2.5304 -1.6501  O58 1.012
70 H -4.2187 -0.5151 1.3984  O12 0.969
71 H 1.8771 4.6528 -0.5596  O7 0.978
72 H 1.6349 4.3153 -2.5508  O82 0.970
73 O -2.2439 -3.1716 2.9604  H1 0.964, H25 0.971
74 O 4.8043 -1.5964 -0.3126  H37 0.971, H92 0.963
75 H 4.4078 -3.6911 2.3555  O90 0.950
76 H 1.7743 0.5841 3.2517  O38 0.964
77 O -1.6408 -1.0630 1.1869  H32 0.977, H102 0.971
78 H -1.8422 -3.1869 -0.7812  O19 0.955
79 O 3.7656 4.4503 -3.1536  H94 0.959, H114 0.965
80 O -6.1062 -1.7662 0.0597  H48 0.961, H68 0.959
81 O -0.4387 5.4689 0.3037  H2 0.960, H13 0.957
82 O 1.3414 5.0715 -3.0831  H72 0.970, H89 0.956
83 H -5.1621 0.5048 -1.8695  O116 0.970
84 H 4.6322 -1.3389 -2.2287  O42 0.964
85 O 2.0127 -4.5966 1.7722  H30 0.958, H101 0.959
86 O -2.6677 2.1776 2.0367  H6 0.991, H44 0.966
87 H -1.0438 -2.8728 -5.6372  O11 0.953
88 H 2.8890 4.9469 0.3126  O7 0.955
89 H 1.2892 4.7947 -3.9972  O82 0.956
90 O 3.8987 -2.8928 2.2809  H10 0.961, H75 0.950
91 H 0.9362 1.8144 6.1317  O66 0.959
92 H 4.9814 -2.4512 -0.7185  O74 0.963
93 H 3.0841 2.6981 -1.3385  O28 0.974
94 H 2.9207 4.4825 -2.7016  O79 0.959
95 H 1.2360 2.8669 0.7320  O57 0.958
96 H 1.2553 2.2401 -4.8496  O108 0.978
97 O 0.9868 2.6035 -2.9131  H62 0.969, H104 0.989
98 H 1.3084 1.7493 2.3106  O38 0.966
99 H -3.5157 2.2677 -1.1677  O35 0.985
100 H -1.9590 -1.7933 -6.1107  O11 0.951
101 H 1.2226 -4.8487 2.2540  O85 0.959
102 H -2.0692 -0.1927 1.2393  O77 0.971
103 H 2.8747 -6.0959 -1.7549  O40 0.961
104 H 0.2899 2.6185 -2.2115  O97 0.989
105 H -5.1595 0.2891 2.2351  O12 0.965
106 H 3.8801 3.7902 3.1359  O4 0.967
107 H 0.2909 -0.4216 3.9867  O3 0.959
108 O 1.6771 1.7617 -5.5906  H9 0.959, H96 0.978
109 O -0.0570 2.6524 -0.5410  H53 0.963, H65 0.986
110 H 3.2400 -4.6430 -2.1203  O40 0.963
111 O 0.7843 4.2400 4.4077  H5 0.977, H113 0.970
112 O 1.5209 0.6225 -0.0676  H39 0.957, H43 0.942
113 H -0.1286 4.2096 4.7346  O111 0.970
114 H 3.5682 3.7436 -3.7801  O79 0.965
115 H -5.7889 1.8107 -2.3852  O116 0.961
116 O -5.0818 1.4708 -1.8297  H83 0.970, H115 0.961
117 H -3.1009 -3.0432 4.3558  O41 0.988
118 O -1.0531 -4.9446 1.0645  H21 0.967, H56 0.967
119 H -2.7265 1.7492 -2.1463  O35 0.962
120 H 0.0662 -5.3916 -1.1293  O46 0.960

Output
Highest occupied orbital energy, eV: -9.606
Kohn-Sham gap, eV: 8.95
ΔE to the lowest compared entry with this formula, charge and spin, kJ/mol: 921.7


Entry 3:
# C3H6N2O

One molecule with the formula C3H6N2O (ωB97M-V/def2-TZVPD, the Open Molecules 2025 dataset).

Each atom is followed by the atoms it is bonded to, with distances in Å.
CARTESIAN COORDINATES (ANGSTROEM)
1 H -1.4248 1.5815 0.2144  C11 1.091
2 H -1.1560 0.5225 -1.2155  C11 1.123
3 H -1.6428 -1.2995 0.3495  C8 1.100
4 H -0.7835 -0.4272 1.6353  C8 1.100
5 N 0.6437 1.0575 0.0247  H9 1.021, C10 1.390, C11 1.487
6 O 2.4712 -0.2480 -0.6223  C10 1.216
7 H 0.5302 -1.9954 -0.4571  N12 1.002
8 C -0.8251 -0.5903 0.5479  H3 1.100, H4 1.100, C11 1.550, N12 1.463
9 H 1.2224 1.8852 -0.1226  N5 1.021
10 C 1.3280 -0.1257 -0.2254  N5 1.390, O6 1.216, N12 1.375
11 C -0.8021 0.7779 -0.1803  H1 1.091, H2 1.123, N5 1.487, C8 1.550
12 N 0.4374 -1.1363 0.0503  H7 1.002, C8 1.463, C10 1.375

Output
Highest occupied orbital energy, eV: -9.479
Kohn-Sham gap, eV: 10.38
ΔE to the lowest compared entry with this formula, charge and spin, kJ/mol: 46.9